Molecular formula: C52H122F12N5O4P3
Method: DFT, ωB97M-V/def2-TZVPD

The geometry in XYZ format:
```
198
Properties=species:S:1:pos:R:3:forces:R:3:lowdin_charge:R:1
C 3.378682 0.200534 -5.191998 -0.4 0.9 -1.4 -0.09
C 4.660744 -0.563257 -5.423070 -0.6 -2.2 -0.5 -0.21
C 4.209864 -2.076933 -5.368849 1.6 0.1 0.8 -0.11
N 5.343307 -3.094683 -5.485985 1.0 0.3 1.1 -0.24
C 6.250666 -3.089593 -4.250459 -1.6 1.3 -0.7 0.03
C 6.250776 -2.822462 -6.712966 -1.5 0.3 0.3 -0.08
C 6.864754 -4.188005 -7.070411 -0.6 0.7 0.4 -0.11
C 6.105579 -5.276721 -6.208571 1.1 1.2 0.1 -0.13
C 4.913413 -4.602257 -5.554500 -0.5 1.7 0.2 -0.07
H 3.480235 1.283273 -5.468840 -0.3 -1.1 0.1 0.07
H 2.949908 0.140008 -4.211134 0.5 0.0 1.0 0.07
H 2.611114 -0.314875 -5.779642 -0.1 0.7 -0.5 0.08
H 5.318197 -0.397518 -4.612379 1.0 0.2 0.7 0.06
H 5.175424 -0.398680 -6.387567 -0.5 0.4 0.5 0.12
H 3.552335 -2.344326 -6.167436 -0.6 0.1 -0.5 0.12
H 3.744441 -2.250249 -4.393345 -0.1 -0.1 -0.2 0.12
H 6.740953 -2.161867 -4.005267 -0.2 0.6 -0.4 0.11
H 6.962635 -3.790738 -4.506524 1.6 -1.6 0.1 0.07
H 5.624847 -3.347166 -3.427372 -0.2 -0.4 0.7 0.09
H 6.966566 -2.046932 -6.378007 -0.4 -0.5 -0.4 0.14
H 5.565765 -2.383222 -7.502777 0.9 -0.6 0.8 0.15
H 7.924863 -4.131754 -6.882596 0.3 -0.4 0.3 0.11
H 6.771401 -4.296354 -8.145414 -0.2 -0.5 0.0 0.12
H 6.823479 -5.775236 -5.530390 -0.7 0.2 -0.3 0.13
H 5.664575 -5.942018 -6.879120 -0.2 -1.7 -1.0 0.09
H 4.581189 -4.956905 -4.535742 0.6 0.5 -1.1 0.15
H 4.034325 -4.594958 -6.215378 0.3 -0.2 0.1 0.13
C -5.065845 -4.806240 10.043907 0.1 1.0 0.2 -0.08
C -5.007252 -3.292191 9.807422 -0.3 1.4 -0.3 -0.21
C -4.029546 -2.994171 8.639862 -1.4 0.2 1.5 -0.15
N -4.123287 -1.691075 7.962677 -1.0 2.3 -1.1 -0.28
C -5.445420 -1.559873 7.169547 0.8 -2.5 0.8 0.07
C -3.006075 -1.551269 6.993658 0.5 0.6 1.0 -0.12
C -2.929176 -0.081000 6.645634 -0.4 -0.4 -1.1 -0.15
C -3.597090 0.678372 7.770527 1.2 0.3 0.8 -0.13
C -3.942087 -0.396275 8.789739 -2.2 -1.4 0.5 -0.06
H -5.309274 -5.262627 9.075271 -0.3 -0.3 0.6 0.09
H -5.764077 -4.957990 10.851433 -0.7 -0.5 -0.2 0.08
H -4.164125 -5.232720 10.441660 0.8 -0.1 -0.2 0.08
H -4.736019 -2.621131 10.668427 -0.1 -1.1 -0.4 0.13
H -6.049316 -2.972449 9.568214 0.7 -0.2 -0.1 0.11
H -4.148251 -3.736425 7.891330 -0.1 -0.7 -0.9 0.12
H -3.045514 -3.071264 9.012003 1.3 -0.1 0.4 0.12
H -5.499111 -2.595380 6.826031 -0.6 0.2 -0.6 0.11
H -5.381797 -0.919494 6.296807 0.0 0.4 0.5 0.11
H -6.287754 -1.459037 7.863652 0.4 0.6 -0.3 0.11
H -3.186603 -2.194043 6.198161 -0.2 -1.2 -1.6 0.12
H -2.061616 -1.835603 7.493052 -0.6 -0.2 -0.1 0.15
H -3.314354 0.180364 5.636772 0.4 -0.2 0.7 0.14
H -1.893333 0.083047 6.708630 1.3 0.8 -0.7 0.10
H -4.451903 1.191259 7.411218 -0.9 0.5 -0.1 0.10
H -2.858423 1.443004 8.137555 -1.0 -0.7 0.1 0.15
H -4.916373 -0.331365 9.370185 1.4 0.5 -0.5 0.16
H -3.150504 -0.697656 9.428984 0.8 0.4 0.9 0.12
C 7.592409 -2.568075 1.965430 -0.3 0.8 0.1 -0.06
C 6.806432 -1.956714 3.119231 -0.8 -0.6 -0.3 -0.21
C 5.891202 -2.971154 3.820284 -0.6 0.3 -2.8 -0.14
N 5.268897 -2.396897 5.000859 0.1 1.0 1.4 -0.31
C 6.284657 -2.447905 6.095266 -0.8 0.3 0.6 0.04
C 4.150423 -3.211273 5.432937 -1.5 -2.4 0.3 -0.15
C 2.851128 -2.575716 5.009293 1.3 0.8 -0.2 -0.14
C 3.165527 -1.080119 5.240885 -0.7 -0.2 -0.7 -0.10
C 4.657941 -1.031452 4.788890 -0.1 1.0 0.7 -0.05
H 8.416355 -1.892143 1.753400 0.1 -0.1 -0.3 0.08
H 7.000176 -2.700482 1.046120 0.1 0.0 0.5 0.06
H 7.998500 -3.490392 2.304277 0.5 -1.0 0.0 0.07
H 6.250520 -1.110932 2.748518 -0.2 0.2 -0.2 0.09
H 7.433290 -1.572880 3.900657 0.8 0.3 0.1 0.10
H 6.488364 -3.785080 4.169563 0.3 -0.8 0.1 0.13
H 5.070049 -3.379898 3.158246 0.9 0.6 0.4 0.17
H 5.734171 -2.020058 6.922494 0.5 0.3 0.5 0.11
H 7.204679 -1.901560 5.859334 -0.4 -0.3 0.1 0.12
H 6.401208 -3.508404 6.323005 0.5 0.2 -0.1 0.12
H 4.042797 -3.347671 6.505706 0.9 0.2 0.2 0.15
H 4.394478 -4.168794 4.973020 -0.7 -0.4 0.4 0.14
H 2.016196 -2.987822 5.528795 -0.6 -0.1 0.5 0.12
H 2.725865 -2.748277 3.978711 -0.5 -0.1 -1.5 0.08
H 3.026324 -0.870457 6.295856 0.3 0.2 0.2 0.11
H 2.416116 -0.419833 4.681338 1.6 -0.8 0.6 0.12
H 5.326767 -0.341589 5.324223 -0.6 0.1 -0.3 0.15
H 4.757217 -0.873773 3.739475 -0.4 0.5 -0.6 0.10
C -3.574206 4.170889 -1.461503 0.5 0.7 -0.6 -0.11
C -4.552720 3.056868 -1.765722 1.1 -0.9 -0.1 -0.28
C -5.561534 3.074591 -0.612659 0.9 -1.2 -1.4 -0.25
C -6.508739 4.186798 -0.885301 -0.5 1.4 -0.6 -0.26
P -7.822753 3.738447 -2.077755 1.6 -0.2 -3.3 1.11
C -8.195031 1.938751 -2.294404 -0.2 2.0 -3.9 -0.31
C -8.885531 1.352125 -1.184876 -0.5 0.8 3.2 -0.34
C -9.120054 -0.080610 -1.458940 -2.9 -0.3 -1.1 -0.29
C -9.727913 -0.791634 -0.281401 1.5 0.4 1.2 -0.08
C -9.283086 4.596356 -1.682640 -0.8 -0.8 0.1 -0.32
C -10.492511 4.217519 -2.549042 1.2 1.0 -1.0 -0.24
C -11.728959 4.746560 -1.853998 -0.4 1.8 -3.1 -0.23
C -11.877043 6.249803 -2.253605 -0.8 1.3 0.4 -0.10
C -7.309692 4.574250 -3.822692 -4.2 -1.4 1.3 -0.27
C -6.022879 4.384510 -4.235063 5.9 2.0 -5.5 -0.19
C -5.633768 5.390461 -5.937881 1.3 -2.3 1.2 -0.10
C -4.175206 5.509044 -6.442742 0.8 -2.2 0.5 -0.15
H -4.021226 5.172123 -1.394545 -0.3 -0.3 0.6 0.07
H -2.851861 4.402995 -2.244732 0.3 -0.7 0.0 0.08
H -3.074265 3.867867 -0.533300 0.2 0.6 -0.2 0.09
H -3.957627 2.128662 -1.801996 -0.3 0.1 0.4 0.12
H -4.952524 3.083191 -2.776299 -0.4 0.2 0.4 0.06
H -4.907959 3.239267 0.256802 -1.0 -0.3 0.2 0.13
H -6.122733 2.127683 -0.615323 0.4 0.1 0.7 0.10
H -5.963874 5.107894 -1.323331 -1.1 -1.3 0.9 0.13
H -7.075835 4.423910 0.006180 0.0 0.6 0.3 0.10
H -7.420568 1.300506 -2.767409 0.0 0.7 0.6 0.13
H -9.007396 1.997179 -3.098625 1.3 0.1 0.4 0.12
H -9.846616 1.895042 -0.998307 0.6 -0.4 0.0 0.14
H -8.233844 1.528893 -0.283757 -0.8 -0.6 -0.2 0.13
H -8.206006 -0.493655 -1.701945 2.1 -1.2 -0.4 0.09
H -9.724974 -0.162289 -2.410535 0.3 0.0 0.9 0.15
H -10.666032 -0.408432 0.064473 -0.8 0.1 -0.3 0.07
H -9.024285 -0.411629 0.512958 -0.6 -1.3 -0.1 0.09
H -9.757048 -1.885313 -0.357185 0.1 0.4 0.1 0.09
H -8.975368 5.589478 -1.857644 0.0 1.6 0.0 0.09
H -9.528770 4.496778 -0.639508 0.0 -0.1 0.6 0.11
H -10.448400 3.149206 -2.764359 -0.6 0.1 0.2 0.08
H -10.350786 4.758402 -3.547025 -0.4 -0.9 1.1 0.14
H -11.684061 4.679732 -0.812773 -0.1 -0.6 1.6 0.09
H -12.574171 4.249406 -2.309638 -0.5 -0.3 0.5 0.11
H -11.914598 6.414263 -3.349843 0.1 -0.4 0.5 0.08
H -11.119013 6.954552 -1.845656 0.1 -0.8 -0.2 0.07
H -12.808496 6.752563 -1.871764 0.6 -1.0 -0.2 0.09
H -7.486710 5.571440 -3.748874 -0.6 3.3 1.5 0.07
H -7.887713 4.494482 -4.759783 -0.9 -1.5 0.8 0.13
H -5.775588 3.429898 -4.541811 0.2 -2.2 -1.0 0.07
H -5.146747 4.675187 -3.727227 0.5 1.1 1.2 0.06
H -5.776120 6.407484 -5.900559 -1.7 2.4 1.3 0.04
H -6.193546 5.061056 -6.772338 -1.2 -1.1 -0.3 0.06
H -4.114289 5.984864 -7.447021 -0.4 0.2 0.9 0.08
H -3.678960 4.493348 -6.654320 -0.5 1.4 0.7 0.08
H -3.656595 6.093533 -5.654741 0.4 -0.4 -0.9 0.07
C 4.009564 4.248803 -4.880753 0.4 -0.8 -0.4 -0.06
O 4.330704 4.086972 -3.497800 -1.2 -0.3 0.3 -0.21
C 5.380426 3.183979 -3.269685 0.5 1.1 1.1 -0.18
C 5.894579 3.364429 -1.805364 0.5 0.9 -2.5 -0.05
N 5.984430 4.873655 -1.641640 1.6 -1.2 0.6 0.07
H 6.585016 5.203252 -2.423810 -0.5 0.2 0.7 0.20
H 5.064213 5.254773 -1.676948 -1.0 0.4 -0.9 0.16
C 6.505977 5.289098 -0.321561 1.4 -0.1 1.6 -0.10
C 7.855756 4.636613 0.064527 -1.3 -0.2 0.0 -0.22
O 8.659003 4.743619 -1.061029 0.1 0.4 -0.5 -0.20
C 10.015035 4.386252 -0.884617 0.9 0.5 -0.9 -0.07
H 3.059618 4.750664 -4.924990 -0.2 0.5 0.0 0.09
H 3.828347 3.251692 -5.367021 0.5 0.9 0.3 0.08
H 4.806206 4.834139 -5.407467 -0.6 -0.6 0.3 0.11
H 6.141318 3.631813 -3.905251 0.9 -1.0 -0.3 0.13
H 5.177228 2.125822 -3.431199 -0.2 0.0 -0.4 0.12
H 6.897952 2.938207 -1.796877 0.0 0.2 0.3 0.14
H 5.324422 2.960563 -1.020019 -1.0 -0.5 0.8 0.12
H 5.779910 5.060943 0.474108 0.0 0.0 -0.5 0.15
H 6.728071 6.340361 -0.295098 -0.5 0.6 -0.5 0.13
H 7.616771 3.574555 0.301710 0.7 0.4 0.3 0.13
H 8.240780 5.219855 0.938044 -0.2 -0.7 -0.5 0.15
H 10.521748 4.984236 -0.149884 -0.2 0.1 1.2 0.09
H 10.607827 4.731032 -1.758294 -0.8 -0.8 0.0 0.11
H 10.112100 3.320396 -0.690123 0.2 0.0 0.0 0.10
C 0.318902 -4.227343 -4.034590 0.1 0.6 0.1 -0.05
O 0.685888 -3.556555 -2.779983 0.3 0.0 -1.8 -0.20
C -0.387114 -2.963703 -2.113429 -1.6 -2.3 0.7 -0.25
C 0.104717 -2.195105 -0.943568 0.5 0.9 0.2 -0.11
N 1.205849 -2.696876 -0.066336 0.7 -1.0 -0.1 0.09
H 2.076730 -2.586620 -0.633559 -0.3 -0.5 0.6 0.13
H 1.265914 -2.005534 0.658874 0.3 0.9 0.5 0.10
C 1.167867 -4.001395 0.737998 0.2 -2.0 -3.1 -0.03
C 2.207045 -5.052787 0.157408 -0.3 1.4 0.9 -0.20
O 3.467779 -4.636303 0.608447 1.3 -0.7 -0.3 -0.23
C 4.495553 -5.681044 0.371172 -1.2 2.3 0.0 -0.03
H -0.600109 -3.774629 -4.476617 0.6 -0.3 0.4 0.10
H 0.179544 -5.292619 -3.852841 -0.3 0.0 0.1 0.09
H 1.133035 -4.160655 -4.794341 -0.4 0.3 0.8 0.08
H -1.107335 -3.798582 -1.806281 0.7 0.9 -0.1 0.15
H -1.036074 -2.257665 -2.669416 0.6 -0.2 -0.3 0.14
H -0.694519 -1.813286 -0.340500 -0.5 -0.3 0.5 0.12
H 0.584055 -1.303653 -1.310762 0.1 0.6 -0.4 0.14
H 0.151262 -4.425860 0.645128 0.5 0.5 0.5 0.14
H 1.518291 -3.816615 1.714261 -0.2 0.5 1.2 0.10
H 2.194036 -5.060163 -0.914966 -0.3 0.0 -0.9 0.11
H 2.085506 -6.063794 0.514881 -0.9 -0.4 0.3 0.12
H 4.422173 -6.078586 -0.648008 0.2 0.2 0.2 0.10
H 4.348535 -6.432443 1.103059 -0.1 -1.1 0.6 0.07
H 5.412734 -5.148114 0.584177 0.4 -0.2 -0.4 0.08
P -0.114746 -0.780977 2.856991 -1.7 1.2 -0.7 0.15
F -1.647009 -0.496272 3.232197 -0.5 0.1 -0.1 -0.16
F 0.104918 -1.309649 4.335392 0.8 -0.4 0.9 -0.14
F -0.528713 -2.305693 2.398642 0.5 0.3 -0.2 -0.17
F 1.426742 -1.037865 2.462155 0.3 -0.5 -0.2 -0.15
F -0.422397 -0.268497 1.315756 0.5 -0.3 0.5 -0.18
F 0.267905 0.730945 3.299063 0.1 -0.4 -0.1 -0.15
P 4.665008 -1.084089 -0.953676 -0.6 -0.9 0.5 0.21
F 3.719147 -2.184140 -1.750157 -0.4 0.0 0.5 -0.19
F 3.491671 0.017161 -1.086802 0.0 0.0 -0.1 -0.16
F 3.991490 -1.537999 0.503531 0.8 0.1 -1.1 -0.18
F 5.611649 -0.009591 -0.236021 0.1 -0.2 0.1 -0.14
F 5.813134 -2.248319 -0.865067 -0.5 0.7 0.4 -0.17
F 5.222638 -0.669724 -2.411612 0.4 0.4 -0.2 -0.17
```
Forces are in eV/Å.

The HOMO energy comes out at -15.6 eV. Its charge is +4.